[1]
26
Properties=species:S:1:pos:R:3 method="wB97M-V/def2-TZVPD" e_tot_ha=-613.4068 e_homo_ev=-10.24 orbital_gap_ev=10.38 e_above_lowest_kj_mol=180.3 smiles="O=CCCCO.O.O.O.O" e_lumo_ev=0.14
O -1.645 2.618 0.653
O -0.555 -3.228 -2.867
O 3.543 0.327 -0.742
O -0.586 2.913 -1.997
O 0.798 -0.189 3.531
O 1.006 -1.739 -0.769
C -0.294 0.044 0.304
C -2.220 1.610 0.981
C 0.177 -1.398 0.351
C -1.780 0.257 0.515
H 0.355 0.699 0.888
H -2.255 0.097 -0.468
H -0.642 -2.113 0.247
H 3.778 0.123 0.162
H 3.174 1.201 -0.873
H -1.179 3.017 -2.742
H -2.263 -0.534 1.092
H 0.696 -1.615 1.274
H 0.012 -3.361 -2.102
H -3.096 1.616 1.650
H -0.197 -2.478 -3.347
H 1.570 -0.734 3.702
H -1.090 2.707 -1.197
H 1.559 -0.986 -0.982
H 1.145 0.698 3.405
H -0.010 0.448 -0.670

---

[2]
34
Properties=species:S:1:pos:R:3 method="wB97M-V/def2-TZVPD" e_tot_ha=-964.9029 e_homo_ev=-8.61 orbital_gap_ev=9.12 e_above_lowest_kj_mol=21.6 smiles="NC(=O)C[C@H](NC(=O)[C@@H](N)Cc1c[nH]cn1)C(=O)O" e_lumo_ev=0.51
O 3.097 0.927 0.316
O -0.127 3.391 -1.924
O -2.112 2.368 -1.861
O -1.699 0.543 1.594
N -2.167 -2.254 -0.668
N -1.192 0.206 -0.593
N 2.061 -1.648 1.013
N 0.547 -3.159 0.457
N 2.269 2.919 -0.343
C -1.707 -0.166 0.591
C 1.782 -2.732 0.243
C -0.809 2.455 -1.547
C -0.291 1.324 -0.678
C -1.449 -2.336 1.746
C 0.016 -2.306 1.397
C -2.259 -1.607 0.647
C 0.940 -1.356 1.744
C 2.256 1.574 -0.307
C 1.135 0.916 -1.105
H -2.983 -2.826 -0.856
H -1.777 -3.368 1.855
H 2.970 3.406 0.156
H 2.815 -0.993 0.860
H 0.904 -0.496 2.399
H -0.269 1.751 0.365
H -1.646 -1.809 2.715
H -3.332 -1.553 0.948
H -2.273 3.171 -2.383
H 2.488 -3.164 -0.433
H 1.283 1.126 -2.164
H 1.590 3.430 -0.915
H -1.340 -2.877 -0.700
H -1.260 -0.496 -1.342
H 1.263 -0.176 -0.952

---

[3]
15
Properties=species:S:1:pos:R:3 method="wB97M-V/def2-TZVPD" e_tot_ha=-304.8223 e_homo_ev=-8.74 orbital_gap_ev=9.70 e_above_lowest_kj_mol=34.7 smiles=CCn1ccnc1 e_lumo_ev=0.96
N 2.156 1.102 0.222
N 0.371 -0.017 -0.495
C -1.054 -0.241 -0.707
C -1.882 0.077 0.543
C 2.265 -0.220 0.591
C 1.018 1.179 -0.426
C 1.190 -0.932 0.124
H 0.640 2.047 -0.953
H -2.951 -0.034 0.334
H -1.624 -0.597 1.367
H -1.707 1.104 0.879
H -1.376 0.369 -1.554
H 1.029 -1.970 -0.106
H 3.115 -0.573 1.166
H -1.192 -1.293 -0.983

---

[4]
21
Properties=species:S:1:pos:R:3 method="wB97M-V/def2-TZVPD" e_tot_ha=-474.0047 e_homo_ev=-11.09 orbital_gap_ev=7.97 e_above_lowest_kj_mol=461.7 charge=+1 e_lumo_ev=-3.12
O 1.967 -0.068 0.183
O -0.820 1.012 -1.871
N -0.908 -1.100 1.033
N 0.990 2.087 0.500
N 0.354 -1.094 -1.583
C -0.019 -0.070 1.607
C -1.602 -0.607 -0.248
C 0.800 0.672 0.563
C -0.512 -0.107 -1.125
H -0.234 1.046 -2.672
H 1.073 -1.252 -0.862
H -2.428 0.031 -0.167
H 1.769 2.320 0.031
H 2.532 -0.224 0.977
H -0.507 0.798 2.096
H -0.182 -1.762 0.572
H 0.598 -0.472 2.314
H 0.699 -1.075 -2.493
H -2.119 -1.374 -0.726
H 0.186 2.638 0.202
H -1.637 -1.399 1.669